i.
15
Properties=species:S:1:pos:R:3 method="wB97M-V/def2-TZVPD" smiles="NC=O.CSC" homo_lumo_gap_ev=9.4 total_charge=0 spin_multiplicity=1 lumo_ev=0.945
N -4.8103 -2.7549 1.7896
C -4.6837 -3.0473 3.1129
O -3.8961 -3.8533 3.5382
H -5.4495 -2.0618 1.4499
H -4.1957 -3.2796 1.1819
H -5.3811 -2.4589 3.7310
C 1.8124 1.6066 -1.8658
S 2.8880 3.0603 -1.8455
C 4.4851 2.3109 -1.4660
H 2.3839 0.7191 -1.6173
H 1.2818 1.4476 -2.7911
H 1.1020 1.7169 -1.0351
H 4.8386 1.6706 -2.2801
H 5.1728 3.1453 -1.3780
H 4.4517 1.7785 -0.5246

ii.
15
Properties=species:S:1:pos:R:3 method="wB97M-V/def2-TZVPD" smiles=N[C@H](CO)CS homo_lumo_gap_ev=9.5 total_charge=0 spin_multiplicity=1 lumo_ev=0.672
N -0.1398 0.1474 1.3765
C 0.1579 -0.3598 0.0081
C 1.1686 0.3961 -0.8543
O 2.2944 0.8711 -0.2873
C -1.2561 -0.2971 -0.5955
S -2.6311 -1.0662 0.3758
H -0.3002 1.1223 1.3291
H 0.6263 0.0767 2.0277
H 0.5306 -1.5333 0.1509
H 0.7809 1.2145 -1.4476
H 1.5220 -0.1526 -1.7213
H 2.5458 0.2718 0.4789
H -1.4554 -0.8053 -1.5636
H -1.6312 0.6844 -0.8561
H -2.2129 -0.5700 1.5787

iii.
15
Properties=species:S:1:pos:R:3 method="wB97M-V/def2-TZVPD" homo_lumo_gap_ev=6.3 total_charge=0 spin_multiplicity=1 lumo_ev=-3.791
C -1.9660 1.9285 -0.6730
C -3.2150 1.6507 -0.4775
S 3.6939 0.5197 0.0981
N 0.4298 -0.3668 1.2514
C 1.2382 -1.2734 0.8052
O -3.2364 -2.3903 -0.9518
H -1.4410 2.4970 -1.2836
H -1.2803 1.4486 -0.0526
H -3.5443 0.7787 0.1179
H -3.9616 2.2840 -0.7563
H 0.8667 0.4769 1.4355
H -3.3724 -3.2709 -0.5431
H 2.2371 -1.0062 0.6836
H 0.9592 -2.2692 0.4059
H -3.0269 -1.3984 -0.6501

Last place for stability: iii

i.
15
Properties=species:S:1:pos:R:3 method="wB97M-V/def2-TZVPD" homo_lumo_gap_ev=9.1 total_charge=0 spin_multiplicity=1 lumo_ev=-0.080
C -0.5002 -0.7967 0.2889
C -1.4159 -0.3080 -0.7901
S -2.7469 0.9583 -0.1175
N 0.6198 0.8639 0.5022
C 1.8666 0.3536 0.8274
O 2.6288 -0.3673 -0.2955
H 0.3380 -1.2533 -0.2351
H -1.0666 -1.2819 1.0717
H -0.8254 0.3107 -1.4475
H -2.0096 -1.0621 -1.3091
H -3.4415 1.3100 -1.1154
H -0.2840 0.2867 0.8410
H 1.9058 -0.4384 1.6324
H 2.5768 1.2366 1.1359
H 2.3544 0.1877 -0.9894

ii.
15
Properties=species:S:1:pos:R:3 method="wB97M-V/def2-TZVPD" smiles=N[C@H](CO)CS homo_lumo_gap_ev=9.9 total_charge=0 spin_multiplicity=1 lumo_ev=0.841
N 0.5329 -0.6903 1.5480
C -0.1910 0.0877 0.4231
C -1.6553 0.0214 0.6029
O -2.2924 0.9676 1.4324
C 0.1766 -0.4412 -0.9621
S 1.7560 0.0722 -1.5800
H 0.2323 -1.6655 1.5605
H 0.2169 -0.2327 2.4211
H 0.2045 1.0857 0.5325
H -2.0039 -0.8747 0.9037
H -2.2874 0.0676 -0.3677
H -2.0155 1.8447 1.3920
H -0.6033 -0.1730 -1.7476
H 0.0706 -1.5270 -1.1458
H 2.7168 -0.5966 -0.9461

Last place for stability: i

i.
17
Properties=species:S:1:pos:R:3 method="wB97M-V/def2-TZVPD" smiles="C=NC.CSC" homo_lumo_gap_ev=9.5 total_charge=0 spin_multiplicity=1 lumo_ev=1.060
C 0.8815 -1.6707 2.4203
N 0.6716 -2.1988 1.2910
C -0.6231 -2.9021 1.0386
H 1.9365 -1.6669 2.7139
H 0.0806 -1.4464 3.1485
H -1.0999 -2.3380 0.2404
H -1.2288 -3.0631 1.9297
H -0.4872 -3.8590 0.5086
C -1.1510 0.5292 -0.7681
S 0.4690 1.3837 -1.1660
C -0.2242 3.0342 -1.4534
H -1.9234 1.2720 -0.5627
H -0.9065 -0.0484 0.1106
H -1.3935 -0.0981 -1.6246
H 0.6284 3.7214 -1.6179
H -0.8728 3.1692 -2.3361
H -0.7777 3.3445 -0.5697

ii.
17
Properties=species:S:1:pos:R:3 method="wB97M-V/def2-TZVPD" smiles=CN[C@H](C)CS homo_lumo_gap_ev=9.1 total_charge=0 spin_multiplicity=1 lumo_ev=0.968
C 1.3580 -2.0021 1.2389
N 0.0609 -1.4948 0.9287
C -0.1561 -0.1121 0.5167
C -1.4671 0.3582 1.1029
C -0.1608 -0.0495 -1.0328
S 0.2386 1.6658 -1.5503
H 1.9993 -2.0323 0.3461
H 1.8370 -1.3748 1.9922
H 1.3343 -3.0632 1.4841
H -0.7975 -2.0124 0.8889
H 0.6831 0.4617 0.9156
H -1.7143 1.3929 0.9514
H -2.2944 -0.2896 0.7943
H -1.4595 0.1786 2.1832
H 0.5196 -0.8128 -1.4074
H -1.1337 -0.4431 -1.3343
H -1.0483 2.0108 -1.4692

iii.
17
Properties=species:S:1:pos:R:3 method="wB97M-V/def2-TZVPD" homo_lumo_gap_ev=5.9 total_charge=0 spin_multiplicity=1 lumo_ev=-0.657
C -1.6707 0.2929 -0.7046
C -0.3251 -0.8660 -0.7965
C -0.2388 0.3165 0.0119
S 2.5552 -0.7080 -0.7452
C 3.1182 0.4313 0.8289
N -2.7429 -0.6209 0.1982
H -1.8973 1.3692 -0.5944
H -2.0353 0.0072 -1.7288
H -0.7029 -1.7887 -0.3684
H 0.3098 -1.0240 -1.6749
H 0.3381 1.1801 -0.2807
H -0.2942 0.1670 1.0926
H 2.9076 -0.2103 1.7049
H 2.5146 1.3333 0.9359
H 4.1840 0.6760 0.7852
H -2.4199 -0.4723 1.1629
H -3.6004 -0.0830 0.1729

iv.
17
Properties=species:S:1:pos:R:3 method="wB97M-V/def2-TZVPD" smiles=CCNCCS homo_lumo_gap_ev=9.7 total_charge=0 spin_multiplicity=1 lumo_ev=0.910
C -2.3917 1.1469 -1.8790
C -1.2049 0.3745 -1.3509
N -1.1112 0.5918 0.1299
C 0.2654 0.8700 0.5664
C 1.4220 -0.1073 0.1295
S 1.4812 -1.4815 1.2433
H -2.2615 2.2223 -2.0173
H -3.2863 1.0431 -1.2193
H -2.6566 0.8377 -2.9016
H -1.1960 -0.6972 -1.5028
H -0.2747 0.7538 -1.8348
H -1.4104 -0.2677 0.5802
H 0.5146 1.8859 0.2516
H 0.2514 0.8335 1.6611
H 2.2879 0.4210 -0.2591
H 1.1969 -0.4966 -0.8871
H 2.2172 -0.9945 2.2611

Last place for stability: iii

i.
17
Properties=species:S:1:pos:R:3 method="wB97M-V/def2-TZVPD" smiles=CN[C@@H](C)CS homo_lumo_gap_ev=10.0 total_charge=0 spin_multiplicity=1 lumo_ev=0.918
C -0.1231 0.6571 2.2398
N -0.8538 0.2630 0.9990
C 0.1504 0.1856 -0.1717
C 0.7607 -1.1744 -0.1061
C -0.6319 0.3962 -1.4847
S 0.4818 -0.1118 -2.8819
H -0.0565 -0.1101 2.8968
H -0.7440 1.4871 2.6291
H 0.8244 1.1640 2.0100
H -1.0216 -0.7895 1.0256
H 0.9518 0.9882 -0.1069
H -0.0092 -1.8717 0.1489
H 1.5661 -1.0662 0.7173
H 1.2411 -1.6202 -1.0738
H -1.0290 1.4426 -1.6371
H -1.3639 -0.3242 -1.2809
H -0.1432 0.4843 -3.9237

ii.
17
Properties=species:S:1:pos:R:3 method="wB97M-V/def2-TZVPD" smiles=C[C@H](N)CCS homo_lumo_gap_ev=9.9 total_charge=0 spin_multiplicity=1 lumo_ev=0.901
C 0.0752 -0.1434 -2.4156
C -0.9582 -0.2832 -1.2994
N -2.1827 0.6466 -1.7483
C -0.4555 0.3059 0.0563
C 0.8469 -0.3564 0.7313
S 1.3096 0.0169 2.3881
H 0.3470 0.8622 -2.7287
H 0.9940 -0.8120 -2.3417
H -0.4497 -0.5673 -3.3334
H -1.2065 -1.2782 -0.9711
H -2.8282 0.6349 -0.9493
H -2.6440 0.1474 -2.4247
H -1.1688 0.1867 0.8718
H -0.3576 1.4453 0.0503
H 1.6414 -0.1163 0.1530
H 0.7802 -1.4592 0.6122
H 2.1668 -0.9778 2.6551

Last place for stability: i

i.
17
Properties=species:S:1:pos:R:3 method="wB97M-V/def2-TZVPD" smiles="C=CN.CCS" homo_lumo_gap_ev=9.8 total_charge=0 spin_multiplicity=1 lumo_ev=0.870
C -2.8714 1.4429 -0.2741
C -1.5900 1.4253 -0.6921
N -0.7999 2.4234 -1.3407
H -3.4806 0.5640 0.1592
H -3.4508 2.4095 -0.1871
H -1.0526 0.5345 -0.8585
H -0.8793 2.1919 -2.3032
H -1.3142 3.3046 -1.4309
C 0.0427 -0.7611 1.6575
C 1.2144 -0.4037 0.6360
S 1.9729 -2.0003 0.0201
H 0.4336 -1.4707 2.3288
H -0.9832 -1.0446 1.3719
H -0.2042 0.2333 2.1490
H 1.9348 0.0817 1.2475
H 1.0440 0.1244 -0.3265
H 1.2113 -2.1069 -1.0506

ii.
17
Properties=species:S:1:pos:R:3 method="wB97M-V/def2-TZVPD" smiles="C=NC.CSC" homo_lumo_gap_ev=9.3 total_charge=0 spin_multiplicity=1 lumo_ev=0.946
C -4.0898 -1.3347 1.6746
N -3.2760 -1.1600 0.7186
C -3.0649 -2.2118 -0.2060
H -4.0762 -0.5340 2.4088
H -4.8756 -2.0935 1.7240
H -2.1004 -2.2996 -0.6787
H -3.6727 -2.0384 -1.1130
H -3.3695 -3.2333 0.0709
C 2.4030 -0.0227 -1.3351
S 3.0506 1.1695 -0.1838
C 1.6131 2.3860 -0.0461
H 2.3893 -1.0487 -0.9639
H 2.8513 -0.0136 -2.3266
H 1.3314 0.1625 -1.5469
H 1.3025 2.4766 -1.0816
H 1.0323 1.9311 0.7326
H 2.1055 3.3255 0.2337

Last place for stability: i